ORCA calculation (the ωB97M-V functional and the def2-TZVPD basis) on C14H42B2F8O7RbS7 as an isolated structure.

Results
- charge = -1
- HOMO-LUMO gap (hartree) = 0.295
- spin multiplicity = 1
- LUMO energy (eV) = 1.437

Each line ends with the Mulliken charge.
Cartesian coordinates (Å):
Rb (-0.55794, -0.04360, -0.28069)  0.39
B (-2.16168, -2.46992, -2.34817)  0.34
F (-2.98229, -2.96787, -3.36343)  -0.35
F (-2.07639, -1.07141, -2.43807)  -0.11
F (-2.53382, -2.90107, -1.03843)  -0.28
F (-0.89069, -3.01240, -2.62205)  -0.41
B (-2.67594, 1.85827, 1.10346)  0.09
F (-3.69141, 2.64214, 1.55287)  -0.32
F (-1.57018, 2.31495, 1.74816)  -0.37
F (-2.76731, 0.55612, 1.44078)  -0.12
F (-2.55782, 1.93362, -0.25939)  -0.24
C (0.52996, 0.04873, 3.69507)  -1.09
S (-0.95568, -0.99195, 3.86090)  1.02
O (-0.46930, -2.37773, 4.10447)  -0.75
C (-1.62166, -0.37699, 5.44292)  -1.26
H (1.22364, -0.34496, 2.95215)  0.18
H (1.05428, 0.32398, 4.61018)  0.49
H (0.21526, 1.02842, 3.33553)  0.35
H (-0.83877, 0.16710, 5.97127)  0.36
H (-2.07066, -1.15907, 6.05517)  0.38
H (-2.31362, 0.38626, 5.08692)  0.38
C (2.94334, 2.96359, 1.73130)  -0.79
S (3.35875, 1.93696, 0.23789)  0.44
O (2.21947, 0.89847, 0.09944)  -0.41
C (3.19807, 3.14726, -1.10013)  -0.40
H (3.02661, 2.45286, 2.69063)  0.35
H (1.86677, 3.06570, 1.59469)  0.08
H (3.43625, 3.92008, 1.55733)  0.38
H (4.07766, 3.78347, -1.19838)  0.53
H (2.49424, 3.95461, -0.89792)  -0.17
H (3.01808, 2.65757, -2.05716)  0.11
C (-1.88265, 1.37415, -4.43537)  -0.99
S (-0.16320, 1.73560, -3.82517)  0.35
O (-0.04684, 1.77160, -2.32666)  -0.24
C (0.63537, 0.22265, -4.64878)  -0.67
H (-1.84403, 1.34026, -5.52416)  0.43
H (-2.64857, 2.11365, -4.20164)  0.35
H (-2.25061, 0.42392, -4.04835)  0.14
H (1.69826, 0.41800, -4.79092)  0.22
H (0.30258, -0.15550, -5.61540)  0.49
H (0.46835, -0.49491, -3.84547)  -0.01
C (-0.23700, 4.71597, -0.62032)  -0.48
S (-0.91134, 5.62560, -2.12013)  0.51
O (-0.91873, 7.13205, -1.83551)  -0.67
C (0.53322, 5.33103, -3.22757)  -0.59
H (-0.98341, 4.77252, 0.17201)  0.37
H (0.68074, 5.19958, -0.28570)  0.28
H (-0.18892, 3.66854, -0.91810)  -0.03
H (1.42378, 5.69526, -2.71537)  0.28
H (0.35568, 5.83642, -4.17687)  0.33
H (0.77476, 4.28076, -3.39090)  0.12
C (2.96789, -1.12780, -2.34162)  -0.09
S (4.71734, -1.55885, -2.72246)  0.46
O (4.72755, -3.07031, -2.75373)  -0.64
C (4.68617, -0.91184, -4.44052)  -0.89
H (2.84465, -1.56023, -1.34869)  -0.03
H (2.27523, -1.67811, -2.97839)  0.39
H (2.81525, -0.05010, -2.28361)  -0.09
H (3.84973, -1.27796, -5.03586)  0.25
H (5.60099, -1.17275, -4.97261)  0.36
H (4.68493, 0.17813, -4.43280)  0.30
C (-0.20220, -3.82362, 1.10203)  -0.35
S (1.56072, -3.33041, 0.97954)  0.40
O (1.59176, -1.82490, 1.14478)  -0.54
C (2.06546, -4.03334, 2.65373)  -1.01
H (-0.62027, -3.53041, 2.06502)  0.07
H (-0.35855, -4.89005, 0.93966)  0.50
H (-0.80217, -3.24693, 0.39806)  -0.09
H (1.83440, -3.22355, 3.34580)  0.18
H (3.15376, -3.98237, 2.68697)  0.40
H (1.87785, -5.05095, 2.99633)  0.39
C (-4.27063, -3.12670, 2.21935)  -0.66
S (-5.27448, -2.82039, 3.76800)  0.51
O (-6.55730, -3.61246, 3.62818)  -0.65
C (-4.15093, -3.62799, 4.96669)  -0.78
H (-3.33257, -2.58571, 2.34377)  0.04
H (-4.69872, -2.80736, 1.26916)  0.38
H (-4.01183, -4.18271, 2.29664)  0.35
H (-4.68345, -3.61274, 5.91763)  0.31
H (-3.17463, -3.14337, 4.97524)  0.14
H (-3.84060, -4.64489, 4.72643)  0.34